[1]
Molecular formula: C24H72N8O12
Method: DFT, ωB97M-V/def2-TZVPD

```
116
Properties=species:S:1:pos:R:3:mulliken_charge:R:1
H 3.792 -2.302 2.597 0.1484
H 3.121 -0.413 2.061 -0.5057
H -1.363 -1.836 2.620 0.4192
H 2.542 -2.453 -0.294 -0.5667
C -3.689 5.151 0.957 -0.1267
O -4.013 4.750 2.053 -0.4945
H 0.465 -2.092 -4.826 0.6997
C 1.410 2.209 -2.266 -1.5865
C -2.390 -0.334 -4.251 -0.9913
H 2.332 2.341 -1.689 -0.1271
C 0.296 -2.612 1.397 -0.6710
O -0.412 2.426 -0.842 0.3692
C 2.733 0.334 4.049 0.2956
H -0.100 -3.369 4.074 0.4725
C -0.301 -1.840 2.544 0.9248
H -0.030 3.199 1.877 -0.6984
H -3.272 5.106 2.546 0.4186
H -0.405 -4.813 -1.395 0.3288
H -0.072 -3.506 1.466 1.4392
H -2.259 -2.117 -2.088 0.1616
C 0.203 0.260 -0.879 1.8450
H 4.489 0.696 -1.538 0.3350
C -2.460 -3.055 -0.246 0.4652
N -3.641 0.373 -0.173 -0.1562
H -3.135 0.875 -0.916 0.0473
N 0.236 -5.013 -2.181 -0.2786
H -3.179 6.143 1.108 0.4268
H 3.017 0.421 -0.685 -0.0562
N 3.993 0.298 4.296 -0.1988
H 3.505 -4.705 -0.426 0.2140
H -3.420 -0.511 -4.663 0.4375
O -3.052 2.440 -2.157 -0.4710
H -4.611 3.648 -2.818 0.3410
H 2.997 1.903 2.525 0.1448
H -3.192 -3.612 1.614 0.3235
C 0.870 2.802 2.338 -0.4998
H -1.355 -3.265 -3.937 0.3918
H 0.532 -1.297 -3.353 0.1664
H -2.419 -0.037 -3.159 -0.1029
H 5.278 -1.583 2.056 0.3214
H -3.429 -1.945 1.081 0.3903
O -0.172 -0.601 2.459 -0.3174
H -5.559 4.443 0.163 0.2769
C 4.631 -2.445 1.980 -1.4677
H -2.657 3.219 -1.699 0.3297
H 1.394 -2.948 1.567 -0.5236
N -2.543 -2.019 -1.075 0.0097
H -0.624 2.060 -0.001 -0.5355
C -5.010 5.367 0.189 -1.5046
H -4.667 0.091 -0.231 0.2621
H 1.438 -0.197 2.609 -1.1447
H 4.574 -4.860 0.934 0.5400
H 2.862 3.993 -0.163 0.4204
H 4.257 0.391 5.308 0.3117
H -0.816 -0.126 1.860 -0.4373
H 1.690 1.665 -3.136 0.4632
H -4.706 -0.071 1.984 0.2244
H -4.797 5.579 -0.854 0.3086
O 4.673 0.236 0.491 -0.5810
H 2.199 5.071 1.043 0.4406
H 0.437 1.831 2.414 0.1298
C -2.728 4.197 0.329 0.2070
C 0.138 1.635 -1.591 0.6997
H 0.382 -0.424 -4.814 0.4111
H -0.832 -0.174 -0.801 -0.8201
H -1.833 0.418 -4.758 0.3823
O 1.699 0.674 4.991 -0.7510
C 4.034 0.873 -0.538 -0.4634
H 4.503 -0.694 0.368 -0.0064
H -0.603 1.354 -2.356 0.1563
H 5.139 -3.206 2.406 0.7242
H 2.096 2.088 0.690 -1.1307
H 4.752 0.119 3.661 0.1678
H -5.655 6.103 0.613 0.3987
H 1.213 4.227 -0.068 0.2437
H -4.781 2.055 -3.229 0.2411
C 4.149 -2.771 0.588 0.8739
C 2.100 4.127 0.538 -2.0397
H 2.964 -4.021 -3.132 0.3041
C 2.110 2.900 1.408 2.8419
C -1.540 -1.582 -4.367 0.4683
H 4.099 1.861 -0.332 0.4793
N -3.089 -2.868 0.847 -0.1700
H -1.924 4.058 1.056 -0.4018
H -3.113 -0.290 2.777 0.3549
N 2.114 -4.640 -3.106 -0.3756
H 0.046 -2.171 0.387 -0.6127
C -4.438 2.675 -2.386 -0.6646
H -2.223 4.424 -0.599 0.7497
C 3.702 -4.270 0.571 -1.5378
H 2.984 -4.541 1.329 0.3374
O -1.859 -4.240 -0.441 -0.9321
C -3.048 0.340 0.960 -0.4766
C 1.199 -4.199 -2.356 0.0441
C -0.014 -1.327 -4.326 -1.5573
N -3.671 -0.270 1.924 -0.2826
H -0.161 -1.856 4.727 0.5113
O 3.179 -2.035 0.277 0.5195
O 3.139 2.788 2.111 -0.7516
H 2.308 -5.572 -3.359 0.1892
H 4.877 -2.682 -0.269 0.3358
H 0.984 3.159 3.307 0.5652
H 0.568 0.339 0.147 -0.6665
N 2.492 -0.036 2.833 2.9156
H 1.295 -2.434 3.928 0.1505
O -1.802 -2.501 -3.559 -0.5768
H 0.852 -0.442 -1.444 0.3167
H -5.008 2.521 -1.456 0.2088
H -2.921 -1.100 -0.745 -0.0889
H 0.255 -6.020 -2.500 0.2328
H 0.960 3.176 -2.528 0.4506
H -1.778 -2.000 -5.439 0.1898
C 0.229 -2.341 3.872 -1.9585
O 1.304 -2.978 -1.664 -0.6968
O -1.846 1.071 1.163 -0.4433
H -3.195 3.170 0.092 -0.4676
```

Values from the calculation:
* 2S+1: 1
* max |F|: 12.83 eV/Å
* charge: 0
* DFT total energy: -62536.270 eV
* LUMO: -0.35 eV



[2]
Molecular formula: C24H72O24
Method: DFT, ωB97M-V/def2-TZVPD

```
120
Properties=species:S:1:pos:R:3:mulliken_charge:R:1
O -5.893 0.135 -5.824 -0.5293
C 4.995 -6.364 -3.978 -0.3622
C -0.957 6.861 0.829 -0.4620
H -0.066 1.207 -1.493 0.2936
H 1.422 -2.051 7.588 0.3207
O 0.298 7.477 -1.074 -0.5278
H 3.487 -5.096 2.317 0.3099
H 1.638 -3.254 1.483 0.2161
H -0.669 -1.479 -6.165 0.2669
C 0.292 0.371 -0.891 -0.3319
H 6.202 4.464 4.924 0.3032
H -2.515 -4.021 -1.777 0.2679
H -2.916 1.340 -4.689 0.1841
H -4.717 -4.809 -3.139 0.2899
H -1.998 6.729 1.121 0.3226
H -0.147 4.226 -4.981 0.1655
C -4.980 -3.282 3.536 -0.0439
C -0.645 0.271 0.374 -0.4958
H -3.203 -4.824 -0.502 0.3964
H 1.606 -1.363 -5.465 0.2732
H 0.678 -0.597 8.156 0.2383
O -1.730 5.135 -7.018 -0.5498
C -4.165 -5.391 -2.401 -0.4160
H -0.837 4.550 5.139 0.2747
H 6.549 -5.747 -5.018 0.3035
H 4.329 3.943 1.516 0.2896
H -1.672 0.392 0.028 0.3917
C -0.667 -1.867 6.945 -0.3840
O -4.179 -3.129 -1.320 -0.4819
O 0.827 -3.838 -6.237 -0.5285
H -1.117 6.073 -1.165 0.3092
H -0.419 1.156 0.968 0.3012
H -1.116 3.216 6.162 0.3202
C 0.946 3.836 5.751 -0.4522
H 7.087 6.443 4.015 0.2986
O 2.164 -4.004 1.196 -0.4246
H 4.951 3.159 3.337 0.3414
H 1.546 -3.125 -8.041 0.2850
H 3.367 -6.730 -2.524 0.2891
H -0.573 7.793 1.243 0.2838
H -4.491 0.830 -3.775 0.3349
H -0.031 3.989 -7.699 0.3167
C -3.499 -4.338 -1.431 -0.4173
C 4.146 -6.024 -2.809 -0.4087
H 2.645 -3.933 3.214 0.2766
O 1.510 2.955 6.709 -0.5190
C -0.275 4.872 -7.108 -0.5573
H -2.277 -1.678 7.969 0.2917
O -1.938 -1.209 7.203 -0.5430
O -0.715 5.075 7.015 -0.5007
O -5.033 -6.320 -1.794 -0.5192
H 3.908 -1.550 2.920 0.3006
H -5.430 -6.783 -2.534 0.3172
H 1.791 0.130 0.284 0.2933
H 1.732 3.507 7.462 0.2964
H 5.492 -7.270 -3.632 0.2998
O -0.081 -1.185 -6.865 -0.4823
H -0.605 6.428 -5.469 0.3035
C -0.517 4.123 6.089 -0.3627
H 1.536 4.753 5.766 0.3005
O 3.930 -1.753 1.982 -0.4674
O -3.342 -0.579 -4.363 -0.4445
H 4.411 -6.505 -4.887 0.2980
C 4.289 -3.079 1.970 -0.3185
H -3.833 -1.048 -3.684 0.2404
O -7.164 -2.628 4.682 -0.4924
H -1.669 5.170 7.070 0.3228
H -0.391 -1.591 9.628 0.3373
O 3.328 -4.905 -3.036 -0.4693
H 0.992 3.441 4.736 0.3230
H -4.224 -4.065 3.487 0.2342
H 0.594 5.795 0.862 0.3022
H 5.082 -3.205 2.707 0.3317
H -0.339 -1.503 5.972 0.3290
H 4.773 -5.741 -1.963 0.3078
C 5.874 4.992 4.029 -0.3814
H -6.314 -4.457 4.887 0.3015
H -7.658 -3.032 3.965 0.3158
H 4.777 -3.312 1.023 0.2098
H 0.002 5.664 -7.805 0.3105
O -4.289 -2.062 3.644 -0.4828
C 5.475 4.053 2.997 -0.4241
C -5.977 -3.430 4.745 -0.6467
O 6.009 -5.376 -4.316 -0.5319
H -6.015 -0.363 -6.636 0.2997
H 0.296 -0.572 -1.437 0.2525
O 0.286 6.136 -5.264 -0.5278
C 0.499 -1.663 8.019 -0.3593
H 1.988 -0.832 -7.024 0.3130
H 2.703 -2.974 -6.666 0.2389
H -4.092 -1.780 4.541 0.2661
O 0.206 -2.209 9.200 -0.5187
C -3.802 0.710 -4.612 -0.3671
H -4.723 1.772 -6.210 0.2633
O 1.605 0.692 -0.471 -0.5254
C 1.304 -1.501 -6.503 -0.3995
H -5.474 -3.224 2.567 0.1928
O -0.323 5.642 1.102 -0.4578
H -3.356 -6.010 -2.787 0.3048
H 1.411 4.438 -5.832 0.2917
H -0.934 -2.902 6.733 0.2863
H 3.330 -4.432 -2.200 0.2731
H -5.385 -3.227 5.637 0.3567
C -0.989 7.056 -0.712 -0.3894
H 6.313 3.603 2.466 0.3092
H 1.272 -4.084 -5.423 0.2978
O 4.619 4.648 2.099 -0.5128
C 3.144 -4.063 2.254 -0.4265
H -4.301 -3.049 -0.371 0.2638
H 5.064 5.657 4.326 0.2930
H -3.926 0.333 -6.769 0.3201
H -1.657 7.816 -1.118 0.2935
C 1.661 -2.909 -6.979 -0.2720
O -0.409 -0.909 1.078 -0.4415
H -1.171 -1.026 1.650 0.2551
H 0.550 6.973 -1.851 0.3207
C -4.554 0.723 -5.968 -0.3015
H -1.866 6.030 -7.337 0.3138
C 0.387 4.800 -5.738 -0.0630
O 6.931 5.676 3.460 -0.5153
```

Values from the calculation:
* 2S+1: 1
* max |F|: 4.39 eV/Å
* charge: 0
* DFT total energy: -75184.477 eV
* LUMO: 0.05 eV



[3]
Molecular formula: C24H73BrFeO13
Method: DFT, ωB97M-V/def2-TZVPD

```
112
Properties=species:S:1:pos:R:3:lowdin_spin:R:1
O -21.202 1.795 -4.140 0.0212
H -25.918 2.461 -2.655 0.0000
O -19.727 -2.138 -0.165 0.0003
H -22.977 2.715 0.141 0.0000
H -16.745 -2.842 -5.582 0.0000
O -18.791 2.541 -5.810 0.1033
C -15.091 -4.022 -2.919 0.0000
H -17.378 -1.761 -0.169 0.0000
O -20.459 0.456 -6.969 0.0271
H -17.024 -4.318 -3.518 0.0000
H -21.561 1.737 -9.730 0.0004
H -23.751 -3.216 -5.627 0.0000
C -23.446 -3.590 -0.137 0.0000
H -24.188 -3.444 0.648 0.0000
C -21.688 3.159 -4.434 0.0018
H -19.235 -8.176 -4.930 0.0000
H -21.191 -5.958 -5.137 0.0000
H -15.609 -1.757 -6.519 0.0001
O -22.490 2.002 -1.640 0.0004
H -16.863 -3.547 -0.154 0.0000
H -19.435 -5.688 -4.915 0.0001
H -13.878 -5.868 -2.846 0.0000
C -16.569 -2.272 -6.494 0.0013
H -24.583 -5.321 -6.183 0.0000
C -20.250 1.022 -8.278 0.0026
C -17.504 0.635 -2.277 0.0045
H -17.400 1.556 -1.702 0.0006
H -26.068 -0.472 -3.247 0.0000
C -26.197 1.591 -3.248 0.0000
H -24.008 -0.403 -2.026 0.0000
H -26.136 0.285 -1.647 0.0000
H -23.633 -4.592 -0.523 0.0000
O -22.481 -3.506 -9.688 0.0000
H -19.629 1.918 -8.293 -0.0001
C -21.159 -2.842 -7.905 0.0002
H -17.226 -2.660 1.290 0.0000
H -20.870 -8.275 -5.111 0.0000
H -23.636 2.258 -4.303 0.0000
O -23.073 -1.337 -0.616 0.0001
H -13.788 -4.770 -1.410 0.0000
H -27.284 1.508 -3.263 0.0000
Fe -19.366 0.727 -5.196 3.7313
H -24.036 -3.919 -4.098 0.0000
C -23.435 -2.549 -1.212 0.0002
H -16.509 -2.983 -7.318 0.0003
H -23.676 3.673 -5.276 0.0002
O -16.114 -4.423 -3.805 0.0000
H -22.310 1.128 0.274 0.0000
C -24.551 -3.630 -5.014 0.0000
C -16.302 -0.344 -2.539 0.0006
H -15.458 -3.311 -2.179 0.0000
C -20.192 -6.299 -5.408 0.0001
H -21.073 -0.257 -7.158 0.0017
H -14.392 -3.426 -3.506 0.0000
H -19.538 2.967 -6.274 0.0058
O -17.961 1.037 -3.587 0.0220
H -20.691 -4.182 -9.529 0.0000
H -15.483 0.046 -3.144 0.0000
C -21.486 -3.926 -8.827 0.0000
C -17.507 -2.762 0.242 0.0000
H -15.747 -0.660 -1.656 0.0003
H -24.376 -2.571 -1.762 0.0000
H -16.869 0.219 -6.283 0.0014
C -23.071 2.791 -5.067 0.0005
H -19.115 -6.527 -6.935 0.0000
H -17.656 -1.283 -8.010 0.0002
H -21.475 1.555 -3.252 0.0005
H -20.775 3.700 -0.622 0.0000
C -25.678 0.340 -2.634 0.0000
H -25.195 -2.779 -4.792 0.0000
H -23.397 1.689 -1.636 0.0000
O -17.735 -0.183 -6.189 0.0292
H -22.053 2.270 -8.170 0.0000
C -20.127 -7.595 -4.695 0.0000
H -20.997 3.656 -5.114 -0.0001
C -25.349 -4.610 -5.876 0.0000
C -17.650 -1.358 -6.922 0.0034
C -14.427 -5.203 -2.179 0.0000
H -20.120 -7.639 -3.606 0.0000
H -20.644 -3.130 -6.989 0.0001
H -26.067 -5.187 -5.293 0.0000
H -16.669 -1.251 -3.020 0.0000
C -19.026 -3.227 0.244 0.0000
H -15.167 -5.868 -1.734 0.0000
H -25.798 1.701 -4.256 0.0000
H -22.120 -1.226 -0.655 0.0001
H -17.370 1.789 -3.669 0.0007
H -18.609 -1.840 -6.734 0.0002
C -22.203 2.066 -0.270 0.0000
H -19.990 2.144 -0.498 0.0000
C -21.618 1.417 -8.690 0.0013
H -20.532 2.958 0.927 0.0000
H -19.089 -4.165 -0.306 0.0000
H -22.237 0.529 -8.561 0.0001
O -24.255 0.342 -2.579 0.0000
H -21.819 3.896 -3.641 0.0002
H -18.258 0.115 -1.686 0.0001
H -26.634 -4.540 -7.239 0.0000
O -25.984 -3.928 -6.887 0.0000
Br -20.246 -1.529 -4.001 0.0343
H -19.292 -3.438 1.280 0.0000
O -20.052 -6.523 -6.724 0.0000
H -22.482 -3.643 0.367 0.0000
H -21.649 -4.882 -8.329 0.0000
H -20.585 -2.018 -8.330 0.0001
H -22.633 -2.753 -1.921 0.0005
H -19.670 -2.147 -1.123 0.0006
H -19.795 0.300 -8.956 0.0001
H -22.125 -2.425 -7.619 0.0001
H -22.581 -4.097 -10.438 0.0000
C -20.812 2.742 -0.104 0.0000
H -22.840 2.082 -5.862 0.0000
```

Values from the calculation:
* 2S+1: 5
* max |F|: 3.70 eV/Å
* charge: 0
* expectation value of S²: 6.007
* DFT total energy: -157115.839 eV
* LUMO (spin up / spin down): 0.51 / 0.51 eV



[4]
Molecular formula: C24H74N6O10
Method: DFT, ωB97M-V/def2-TZVPD

```
114
Properties=species:S:1:pos:R:3:mulliken_charge:R:1
H -2.094 0.997 5.274 0.3484
H -4.473 3.578 0.588 0.3992
H 2.711 3.893 4.510 0.3546
H -0.999 -0.286 1.966 0.1316
H -6.926 -3.294 0.983 0.3918
H -5.746 -1.290 1.700 0.2247
H 4.128 -3.223 -1.483 0.3086
H -4.159 -2.624 -1.298 0.4334
O 2.194 -3.968 -1.487 -0.4673
H 2.485 2.301 -2.423 0.3396
H 1.429 -2.344 2.185 0.2805
H -3.420 -4.000 -0.372 0.3785
H 2.729 5.107 3.276 0.3276
H -5.226 2.874 -1.531 0.3812
H 1.816 2.966 -1.208 0.4393
H -4.005 2.626 3.583 0.2758
H -0.676 -0.767 5.438 0.3015
H 2.019 -1.298 1.182 -0.1748
H -2.217 -1.272 -1.926 0.4612
C 4.660 1.691 3.677 0.4558
C 3.233 -4.386 1.551 -1.6217
N 4.938 0.268 3.857 -0.6787
H 3.487 -5.202 0.869 0.3597
H -0.938 1.676 -0.940 0.1475
H 3.608 -2.601 0.371 0.3587
O 1.281 2.776 0.444 -0.6112
O 1.797 2.933 -2.183 -0.6569
H -5.826 0.635 -1.886 0.3785
H -1.327 2.342 -2.508 0.3594
H 1.229 -2.503 -0.497 -0.0997
H -5.820 -4.670 0.556 0.3942
N 2.330 -2.082 1.777 -0.3957
C -4.993 2.094 -0.799 0.1552
C -0.545 0.617 3.924 0.6355
O 3.048 3.223 2.589 -0.4442
O -1.958 2.575 3.956 -0.2592
H 2.920 -2.123 -2.108 0.1335
H -0.858 -1.365 -0.908 -0.2502
C 3.227 4.186 3.590 -0.9233
H 5.763 2.072 1.881 0.2310
O 1.900 0.091 -0.049 0.5658
C -1.930 1.190 4.204 -0.6461
H 4.612 0.374 -2.283 0.2797
H 2.628 1.347 3.625 -0.0286
C 2.784 -3.147 0.831 0.7680
C 1.723 -3.447 -0.235 -0.4103
C 0.493 0.000 -3.938 -1.3447
H 2.438 -4.740 2.212 0.3560
C 5.861 2.306 2.946 -1.3791
H 4.257 4.477 3.802 0.2167
H -3.493 1.518 -2.308 0.4232
N -0.202 -0.639 4.546 -0.6318
H -4.312 -3.060 1.624 0.3211
H -1.173 -3.042 -7.622 0.2457
H -4.365 -0.889 1.062 0.0055
O 3.770 0.830 -2.389 -0.6721
H -5.519 0.166 -0.372 0.2799
H 4.133 -0.230 4.228 0.2385
H 3.328 1.335 1.986 0.1863
H 5.626 0.188 4.599 0.2673
C 0.824 -0.804 -6.300 -0.9631
C -3.742 -2.957 -0.338 -1.0785
C -4.957 2.599 0.618 -1.1911
H 4.135 -4.279 2.155 0.3541
H -5.933 2.802 1.059 0.4572
N 2.653 0.310 -5.106 -0.6982
N -5.882 0.960 -0.922 -0.6511
H 5.984 3.380 3.045 0.3336
C -0.245 -2.476 -7.624 -0.8330
O -2.674 -2.060 -0.079 -0.0172
H -0.315 -0.724 -3.793 0.3861
H 0.449 3.177 0.723 0.2867
C -1.389 2.544 -1.429 -0.5914
C -6.083 -3.625 0.383 -1.4642
H -0.762 3.434 -1.384 0.3569
H 1.887 -1.541 -4.560 0.0083
H 3.466 0.608 -3.291 0.2920
H 1.946 3.118 1.068 0.2947
H -3.243 0.847 -0.660 -0.1876
H -2.698 0.737 3.568 0.1853
H 2.922 0.261 -6.083 0.2652
H 0.175 1.408 4.159 0.0306
H -0.516 1.381 1.848 0.0808
H -0.346 -1.677 -8.368 0.3462
H 0.901 0.247 -2.960 0.2363
H 4.557 2.235 4.624 0.3244
H 1.477 0.963 0.037 -0.2703
H 0.667 0.092 2.204 -0.7272
H -1.485 -2.902 -1.520 0.5112
C -3.225 3.206 4.078 -0.7602
H -6.328 -3.549 -0.677 0.3376
H -0.509 -1.476 4.061 0.2180
H 0.215 0.072 -6.557 0.2950
C -1.768 -1.911 -1.160 -0.6852
H -0.047 0.818 -4.421 0.4366
C 3.314 1.860 2.940 -0.0071
H 3.417 -3.522 -3.070 0.3642
H 1.575 -0.912 -7.096 0.4933
C 3.197 -3.183 -2.058 -0.6208
H -4.365 1.944 1.258 -0.0507
H 2.306 1.262 -4.998 0.2546
C -0.336 0.465 2.409 0.1568
N -5.237 -1.363 0.822 -0.6542
O -2.683 2.814 -0.969 -0.4109
H 0.909 -4.035 0.196 0.4772
H -3.431 3.237 5.153 0.3344
H 0.560 -3.093 -8.040 0.2956
C -3.559 1.726 -1.233 -0.0414
C -4.846 -2.797 0.701 0.4676
C 1.493 -0.594 -4.927 0.8284
H -3.211 4.231 3.722 0.2313
H 6.756 1.749 3.227 0.4178
H 2.585 0.214 -0.726 0.0070
O 0.059 -1.981 -6.349 -0.3068
```

Values from the calculation:
* 2S+1: 1
* max |F|: 2.41 eV/Å
* charge: 0
* DFT total energy: -55500.698 eV
* LUMO: 0.59 eV